# 1
{"formula": "C4H11N2S", "method": "ωB97M-V/def2-TZVPD", "total_charge": 1, "multiplicity": 1, "de_lowest_kj_mol": 150.58, "gap_ha": 0.3676, "elements": ["C", "C", "C", "C", "N", "N", "S", "H", "H", "H", "H", "H", "H", "H", "H", "H", "H", "H"], "xyz": [[-0.296, -1.084, -1.750], [0.109, 0.929, -0.293], [-0.185, 0.623, 2.277], [-0.626, 0.246, 0.886], [-0.026, 0.352, -1.480], [0.545, -1.860, -0.829], [0.964, 2.555, -0.189], [-1.454, -1.374, -1.701], [-0.035, -1.171, -2.891], [-0.872, 0.403, 3.028], [0.209, 1.651, 2.433], [0.708, -0.054, 2.508], [-1.713, 0.579, 0.544], [-0.556, -0.868, 0.740], [0.322, 0.834, -2.265], [0.309, -2.840, -0.826], [1.439, -1.857, -1.281], [1.160, 2.935, 1.088]], "forces_ev_per_angstrom": [[-1.83, -1.01, -1.47], [-0.29, -0.06, 1.11], [3.25, -0.30, -0.43], [-1.17, 0.66, -1.91], [0.29, 0.61, 1.95], [-0.46, 0.31, -1.25], [-0.68, -1.47, -1.59], [2.57, 0.84, 0.29], [-0.39, -0.05, 2.12], [-1.46, -0.25, 1.03], [-0.66, -0.58, -0.30], [-1.03, 0.92, -0.21], [1.75, -0.60, 1.13], [-0.15, 1.30, 0.08], [0.49, 0.79, -1.02], [-0.57, -0.26, 0.07], [0.94, 0.03, 0.18], [-0.59, -0.89, 0.21]], "lowdin_charge": [-0.215, -0.467, -0.098, -0.218, 0.024, 0.022, 0.898, 0.174, 0.157, 0.058, 0.061, 0.120, 0.181, 0.108, 0.123, 0.094, 0.085, -0.106]}

=====

# 2
{"formula": "C4H11N2S2", "method": "ωB97M-V/def2-TZVPD", "total_charge": 1, "multiplicity": 1, "de_lowest_kj_mol": 9.49, "gap_ha": 0.3725, "elements": ["C", "C", "C", "C", "N", "N", "S", "S", "H", "H", "H", "H", "H", "H", "H", "H", "H", "H", "H"], "xyz": [[-0.361, 0.770, -0.732], [0.015, -0.255, -1.775], [1.132, -0.544, 0.290], [-1.163, -0.993, -2.354], [0.422, 0.549, 0.421], [0.836, -1.122, -0.880], [-0.223, 1.730, 3.865], [2.280, -1.302, 1.278], [-0.479, 1.767, -1.033], [-1.356, 0.338, -0.473], [0.644, 0.022, -2.622], [-1.892, -0.437, -2.840], [-1.760, -1.433, -1.467], [-0.752, -1.855, -2.853], [0.419, 1.109, 1.295], [-0.555, 1.473, 5.088], [1.460, -1.933, -1.269], [-0.935, 2.753, 3.614], [2.267, -0.637, 2.448]], "forces_ev_per_angstrom": [[-3.42, -1.23, -0.16], [1.20, -0.45, -0.18], [-0.78, -0.09, -0.91], [0.09, -2.37, 3.61], [1.96, 0.94, 2.32], [2.10, -2.60, -1.22], [2.02, -1.68, -1.36], [0.95, -0.90, 0.53], [0.17, 1.37, -0.36], [0.03, 1.10, 0.10], [0.21, 0.66, 0.26], [-0.75, 1.20, -1.54], [0.92, 0.49, -1.17], [-0.37, -0.17, -0.87], [-0.15, -0.57, -1.07], [-0.64, 0.03, 1.22], [-1.73, 2.17, 1.07], [-1.35, 1.68, 0.07], [-0.48, 0.42, -0.34]], "lowdin_charge": [-0.103, -0.308, -0.713, -0.033, 0.075, 0.056, 0.562, 0.982, 0.130, 0.142, 0.154, 0.071, 0.125, 0.086, 0.113, -0.219, 0.212, -0.246, -0.085]}

=====

# 3
{"formula": "C4H11N3", "method": "ωB97M-V/def2-TZVPD", "multiplicity": 1, "de_lowest_kj_mol": 359.27, "smiles": "[H]/N=C(\\C)N.C=NC", "gap_ha": 0.3345, "elements": ["H", "N", "C", "C", "N", "H", "H", "H", "H", "H", "C", "N", "C", "H", "H", "H", "H", "H"], "xyz": [[-2.398, 0.907, 1.307], [-1.783, 1.104, 0.522], [-1.175, 0.039, 0.083], [-1.694, -1.377, 0.265], [-0.575, 0.231, -1.201], [-2.131, -1.494, 1.256], [-0.881, -2.095, 0.157], [-2.448, -1.598, -0.491], [-0.506, -0.551, -1.838], [-0.484, 1.212, -1.436], [0.845, 0.026, 1.079], [1.458, -0.246, -0.058], [2.349, 0.736, -0.616], [0.948, 1.009, 1.547], [0.675, -0.806, 1.752], [2.180, 1.755, -0.244], [2.251, 0.727, -1.703], [3.370, 0.424, -0.381]], "forces_ev_per_angstrom": [[0.26, -0.18, 0.21], [1.35, -0.91, 0.42], [-3.58, 1.33, -4.06], [0.92, -0.02, 0.77], [-1.25, 0.03, 1.19], [-0.04, -0.05, -0.01], [-0.01, -0.08, 0.00], [0.05, 0.25, -0.01], [0.18, 0.63, 0.17], [-0.12, -0.58, -0.50], [4.30, -0.37, -1.42], [-0.27, -0.43, 3.92], [-0.66, 0.34, -0.37], [-0.23, 0.07, -0.08], [-0.95, -0.15, -0.25], [0.08, -0.01, 0.04], [0.05, 0.10, -0.05], [-0.07, 0.03, 0.04]], "lowdin_charge": [0.042, 0.120, -0.584, -0.044, 0.046, 0.076, 0.074, 0.084, 0.098, 0.095, -0.126, -0.103, -0.161, 0.080, 0.081, 0.076, 0.065, 0.081]}

=====

# 4
{"formula": "C4H11N3", "method": "ωB97M-V/def2-TZVPD", "multiplicity": 1, "de_lowest_kj_mol": 394.27, "smiles": "N/C=N/CCCN", "gap_ha": 0.3240, "elements": ["N", "C", "N", "C", "C", "C", "N", "H", "H", "H", "H", "H", "H", "H", "H", "H", "H", "H"], "xyz": [[2.205, -0.877, -1.178], [1.579, -1.034, 0.067], [0.554, -1.714, 0.384], [-0.589, -1.093, 1.113], [-0.696, 0.404, 0.893], [-1.346, 0.654, -0.459], [-1.339, 2.059, -0.968], [3.200, -1.028, -1.255], [1.927, -0.173, -1.844], [2.382, -0.715, 0.778], [-0.281, -1.363, 2.128], [-1.490, -1.704, 0.927], [-1.395, 0.897, 1.574], [0.275, 0.709, 1.277], [-1.056, 0.081, -1.347], [-2.339, 0.198, -0.382], [-1.090, 2.635, -0.169], [-0.501, 2.065, -1.541]], "forces_ev_per_angstrom": [[-0.17, -0.82, -1.09], [2.28, -1.05, 1.01], [-1.43, 2.65, -3.43], [1.26, -2.57, 2.02], [-0.56, -0.93, 0.41], [-0.01, 0.24, -1.61], [0.37, -0.86, 0.77], [0.06, 0.29, 0.59], [-0.80, -0.44, 0.03], [-0.90, 0.48, 0.86], [-0.85, 0.71, 0.73], [0.27, 0.52, -0.30], [-0.09, -0.41, 0.43], [0.34, 0.96, -1.18], [1.06, -0.34, 0.53], [-0.42, 0.78, 0.46], [-0.25, 0.33, -0.12], [-0.16, 0.48, -0.11]], "lowdin_charge": [0.055, -0.344, 0.037, -0.241, -0.211, -0.297, -0.006, 0.072, 0.077, 0.114, 0.102, 0.109, 0.113, 0.103, 0.108, 0.106, 0.053, 0.051]}

=====

Computed electronic energy (a.u.) in order:
-666.41068 -1064.62963 -323.16970 -323.15637
Computed HOMO (Ha) in order:
-0.531 -0.484 -0.317 -0.294